(1)
A 2-piece molecular cluster, CBrCl2FS overall at a distorted geometry. Source: the OMol25 dataset; level of theory: ωB97M-V/def2-TZVPD.

The HOMO energy (alpha / beta) is -8.20 / -9.29 eV. The HOMO-LUMO gap (alpha / beta) is 7.64 / 6.60 eV. As for the energy above the lowest of the compared OMol25 structures with the same formula, charge and spin: 0.000 eV.

```
! RIJCOSX wB97M-V def2-TZVPD def2/J DEFGRID3
* xyz 0 3
C -0.223 -0.421 -0.314
F 0.642 -1.295 -0.871
S 0.926 2.330 2.341
Cl -0.689 0.854 -1.268
Cl -1.145 -1.134 0.893
Br 0.136 3.648 0.810
*
```

(2)
A 2-piece molecular cluster, C16H24N5O8 overall at a distorted geometry. Source: the OMol25 dataset; level of theory: ωB97M-V/def2-TZVPD.

The HOMO energy is -5.47 eV. The HOMO-LUMO gap is 7.69 eV.

```
! RIJCOSX wB97M-V def2-TZVPD def2/J DEFGRID3
* xyz -1 1
O -2.930 -3.287 0.178
O 3.608 1.261 -3.369
O 0.058 3.037 -0.341
O -0.191 1.714 -4.890
O 0.404 5.192 -0.766
N -2.263 -1.231 -0.336
O 0.597 -2.467 5.946
O -0.526 -3.626 3.492
O -2.730 -5.626 4.529
C -2.223 -2.336 0.490
C 3.532 2.314 -2.752
C 0.178 4.015 -1.117
C 0.846 2.274 -4.533
C -1.584 -0.204 0.052
C -0.798 -0.160 1.252
C -0.749 -1.267 2.052
N -1.650 0.882 -0.745
N 1.805 2.597 -5.409
N -1.486 -2.390 1.670
N 2.426 3.045 -2.661
C 4.754 2.874 -2.065
C 1.750 2.306 -6.837
C -0.803 -2.665 5.703
C -1.597 -3.558 2.541
C -2.883 -3.517 3.356
C -1.029 -3.896 4.812
C -2.522 -4.213 4.651
C 0.086 3.723 -2.614
C 1.066 2.618 -3.046
H 0.766 -1.606 6.364
H -3.613 -5.821 4.172
H -0.245 0.745 1.485
H -0.140 -1.269 2.954
H -0.990 1.651 -0.546
H -1.937 0.704 -1.698
H 2.653 2.977 -5.019
H 2.474 3.883 -2.098
H 4.516 3.061 -1.019
H 5.044 3.803 -2.549
H 5.562 2.148 -2.132
H 2.629 2.713 -7.337
H 0.847 2.744 -7.264
H 1.715 1.225 -6.983
H -1.317 -2.802 6.660
H -1.224 -1.780 5.214
H -1.574 -4.472 1.936
H -3.168 -2.479 3.555
H -3.706 -4.004 2.826
H -0.511 -4.754 5.251
H -3.114 -3.827 5.488
H -0.933 3.405 -2.840
H 0.292 4.631 -3.185
H 0.827 1.716 -2.481
*
```

(3)
One molecule with the formula C3H2N2OS at a distorted geometry. Source: the OMol25 dataset; level of theory: ωB97M-V/def2-TZVPD.

The HOMO energy is -10.41 eV. The HOMO-LUMO gap is 9.52 eV. As for the energy above the lowest of the compared OMol25 structures with the same formula, charge and spin: 2.088 eV.

```
! RIJCOSX wB97M-V def2-TZVPD def2/J DEFGRID3
* xyz 0 1
C -1.105 0.505 -0.081
C -0.766 -0.741 -0.270
C -0.189 1.677 -0.214
N 0.591 2.503 -0.379
N 0.697 -1.051 -0.725
O 2.210 -0.848 1.358
S 2.107 -1.016 -0.076
H -2.114 0.631 0.367
H -1.430 -1.660 0.019
*
```

(4)
One molecule with the formula C7H8O3 at a distorted geometry. Source: the OMol25 dataset; level of theory: ωB97M-V/def2-TZVPD.

The HOMO energy is -8.32 eV. The HOMO-LUMO gap is 8.88 eV. As for the energy above the lowest of the compared OMol25 structures with the same formula, charge and spin: 3.060 eV. Its SMILES is C[C@@H]1C=CO/C(=C/O)C1=O.

```
! RIJCOSX wB97M-V def2-TZVPD def2/J DEFGRID3
* xyz 0 1
C -1.279 0.153 1.342
C -0.596 0.435 -0.047
C -0.948 -0.679 -1.018
C 0.027 -1.342 -1.615
O 1.303 -1.158 -1.510
C 1.959 -0.168 -0.752
C 3.261 0.002 -0.729
O 3.835 0.977 0.039
C 0.852 0.716 0.179
O 1.304 1.578 0.878
H -1.884 0.929 1.759
H -0.424 -0.094 2.020
H -1.983 -0.721 1.234
H -0.900 1.354 -0.458
H -2.078 -0.987 -0.952
H -0.166 -2.094 -2.375
H 4.070 -0.363 -1.457
H 3.273 1.557 0.599
*
```

(5)
One molecule with the formula C5H8Cl2 at a distorted geometry. Source: the OMol25 dataset; level of theory: ωB97M-V/def2-TZVPD.

The HOMO energy is -9.63 eV. The HOMO-LUMO gap is 10.50 eV. As for the energy above the lowest of the compared OMol25 structures with the same formula, charge and spin: 1.390 eV. Its SMILES is CC=C(CCl)CCl.

```
! RIJCOSX wB97M-V def2-TZVPD def2/J DEFGRID3
* xyz 0 1
C -2.175 1.637 0.245
C -0.789 1.641 -0.055
C 0.047 0.662 0.093
C -0.419 -0.751 0.607
Cl -1.716 -1.520 -0.280
C 1.411 0.644 -0.600
Cl 2.703 -0.263 0.155
H -2.459 0.823 0.927
H -2.490 2.668 0.579
H -2.728 1.435 -0.704
H -0.447 2.689 -0.443
H -0.693 -0.775 1.670
H 0.490 -1.509 0.666
H 1.344 0.310 -1.686
H 1.756 1.662 -0.615
*
```

(6)
A 2-piece molecular cluster, C3H6O overall at a distorted geometry. Source: the OMol25 dataset; level of theory: ωB97M-V/def2-TZVPD.

The HOMO energy is -9.61 eV. The HOMO-LUMO gap is 10.42 eV. As for the energy above the lowest of the compared OMol25 structures with the same formula, charge and spin: 2.562 eV. Its SMILES is C=C.C=O.

```
! RIJCOSX wB97M-V def2-TZVPD def2/J DEFGRID3
* xyz 0 1
C 2.328 1.426 -0.400
C 2.598 2.301 -1.365
H 1.605 1.552 0.391
H 3.004 0.575 -0.260
H 2.540 3.378 -1.141
H 3.119 2.122 -2.308
C -2.375 -1.350 0.974
O -2.568 -2.498 0.688
H -2.993 -0.879 1.740
H -1.604 -0.720 0.480
*
```

(7)
A 2-piece molecular cluster, C5H10FN overall. Source: the OMol25 dataset; level of theory: ωB97M-V/def2-TZVPD.

The HOMO energy is -11.08 eV. The HOMO-LUMO gap is 11.70 eV. As for the energy above the lowest of the compared OMol25 structures with the same formula, charge and spin: 0.267 eV. Its SMILES is CC#N.CCCF.

```
! RIJCOSX wB97M-V def2-TZVPD def2/J DEFGRID3
* xyz 0 1
C -1.281 2.924 -2.548
C -1.032 1.531 -2.303
N -0.829 0.427 -2.087
H -0.591 3.524 -1.954
H -2.305 3.166 -2.265
H -1.134 3.140 -3.605
C 0.368 -1.559 2.578
C 0.817 -0.719 1.388
C 0.754 -1.512 0.089
F 1.701 -2.512 0.095
H 0.464 -0.997 3.505
H -0.673 -1.854 2.459
H 0.979 -2.458 2.649
H 1.844 -0.379 1.540
H 0.175 0.158 1.278
H 0.962 -0.880 -0.780
H -0.219 -1.999 -0.038
*
```

(8)
One molecule with the formula C5H8N2. Source: the OMol25 dataset; level of theory: ωB97M-V/def2-TZVPD.

The HOMO energy is -9.71 eV. The HOMO-LUMO gap is 10.33 eV. As for the energy above the lowest of the compared OMol25 structures with the same formula, charge and spin: 1.188 eV. Its SMILES is CC1=NC=N[C@@H]1C.

```
! RIJCOSX wB97M-V def2-TZVPD def2/J DEFGRID3
* xyz 0 1
C 2.135 -0.097 -0.582
C 0.821 -0.156 0.159
N 0.709 -0.860 1.236
C -0.535 -0.478 1.780
N -1.139 0.505 1.232
C -0.461 0.652 -0.048
C -1.701 0.077 -0.851
H 2.948 -0.353 0.108
H 2.171 -0.816 -1.408
H 2.346 0.896 -0.995
H -0.959 -1.016 2.619
H -0.279 1.668 -0.424
H -1.484 0.015 -1.908
H -2.051 -0.898 -0.478
H -2.538 0.770 -0.679
*
```

(9)
One molecule with the formula C4H5Cl2NO2 at a distorted geometry. Source: the OMol25 dataset; level of theory: ωB97M-V/def2-TZVPD.

The HOMO energy (alpha / beta) is -9.36 / -7.62 eV. The HOMO-LUMO gap (alpha / beta) is 9.27 / 7.02 eV. As for the energy above the lowest of the compared OMol25 structures with the same formula, charge and spin: 0.679 eV.

```
! RIJCOSX wB97M-V def2-TZVPD def2/J DEFGRID3
* xyz 0 1
C 1.852 0.381 0.499
C 0.870 -0.819 -0.099
C -0.410 -0.424 -0.564
C -1.482 -0.104 0.401
N 1.607 1.571 0.640
O 0.701 2.374 0.454
O -0.616 -0.240 -1.870
Cl -2.517 -1.599 0.680
Cl -2.555 1.191 -0.178
H 2.797 -0.029 0.795
H 1.476 -1.251 -0.890
H 0.823 -1.462 0.778
H -1.095 0.177 1.376
H -1.450 0.235 -2.021
*
```

(10)
One molecule with the formula C18H16ClNO3. Source: the OMol25 dataset; level of theory: ωB97M-V/def2-TZVPD.

The HOMO energy is -9.03 eV. The HOMO-LUMO gap is 8.77 eV. As for the energy above the lowest of the compared OMol25 structures with the same formula, charge and spin: 0.040 eV. Its SMILES is O=C(COC(=O)/C=C/c1ccccc1)NCc1ccccc1Cl.

```
! RIJCOSX wB97M-V def2-TZVPD def2/J DEFGRID3
* xyz 0 1
O 3.917 0.145 1.728
C 3.536 -0.589 0.845
C 3.100 -2.042 1.098
O 1.687 -2.096 0.913
C 1.232 -2.369 -0.321
O 1.954 -2.716 -1.231
C -0.208 -2.144 -0.463
C -0.886 -1.334 0.361
C -2.270 -0.925 0.238
C -2.792 -0.042 1.187
C -4.099 0.397 1.105
C -4.912 -0.036 0.070
C -4.410 -0.914 -0.879
C -3.104 -1.355 -0.798
N 3.397 -0.222 -0.445
C 3.309 1.179 -0.814
C 1.912 1.679 -0.535
C 1.653 2.475 0.573
C 0.363 2.873 0.881
C -0.694 2.474 0.081
C -0.462 1.673 -1.022
C 0.832 1.278 -1.319
Cl 1.089 0.249 -2.691
H 3.598 -2.734 0.412
H 3.291 -2.312 2.137
H -0.641 -2.586 -1.347
H -0.353 -0.908 1.202
H -2.157 0.299 1.993
H -4.486 1.080 1.847
H -5.934 0.308 0.002
H -5.042 -1.253 -1.685
H -2.727 -2.036 -1.546
H 3.039 -0.892 -1.113
H 4.030 1.730 -0.206
H 3.559 1.278 -1.871
H 2.477 2.771 1.204
H 0.185 3.491 1.747
H -1.703 2.777 0.315
H -1.279 1.349 -1.648
*
```

(11)
A 2-piece molecular cluster, C16H17N overall at a distorted geometry. Source: the OMol25 dataset; level of theory: ωB97M-V/def2-TZVPD.

The HOMO energy (alpha / beta) is 0.58 / -2.82 eV. The HOMO-LUMO gap (alpha / beta) is 2.81 / 6.15 eV. As for the energy above the lowest of the compared OMol25 structures with the same formula, charge and spin: 0.261 eV.

```
! RIJCOSX wB97M-V def2-TZVPD def2/J DEFGRID3
* xyz -1 2
C -1.596 0.220 2.294
C -0.002 3.309 0.767
C -0.487 3.286 -0.535
C -0.386 2.305 1.631
C -1.248 1.254 1.255
C -1.246 2.221 -0.955
C -1.653 1.230 -0.067
H 0.497 4.182 1.169
H -0.344 4.113 -1.217
H -0.130 2.351 2.689
H -1.665 2.133 -1.949
H -0.783 0.138 3.004
H -1.792 -0.721 1.826
H -2.439 0.534 -0.315
H -2.541 0.464 2.787
C 2.372 -1.727 1.585
C 2.262 0.079 -0.191
C 1.882 -1.149 0.294
C 0.520 -0.602 -1.440
C 0.720 -1.553 -0.443
C -0.272 -0.872 -2.589
C -0.053 -2.774 -0.395
C -0.932 -2.128 -2.590
C -0.785 -3.051 -1.572
N 1.446 0.397 -1.269
H 2.945 0.853 0.127
H 1.505 1.241 -1.807
H 1.811 -2.632 1.856
H 2.305 -1.066 2.454
H -0.393 -0.129 -3.369
H 0.015 -3.396 0.485
H -1.633 -2.425 -3.346
H -1.306 -4.004 -1.672
H 3.408 -2.083 1.498
*
```

(12)
C27H52Cl2N3O5SiSr as an isolated structure at a distorted geometry. Source: the OMol25 dataset; level of theory: ωB97M-V/def2-TZVPD.

The HOMO energy is -2.54 eV. The HOMO-LUMO gap is 4.51 eV. As for the energy above the lowest of the compared OMol25 structures with the same formula, charge and spin: 0.607 eV.

```
! RIJCOSX wB97M-V def2-TZVPD def2/J DEFGRID3
* xyz -1 1
C 0.423 3.884 -4.233
C -0.811 3.645 -3.383
H 0.196 4.411 -5.169
H 0.925 2.935 -4.463
H 1.121 4.518 -3.662
C -2.017 4.138 -3.746
C -2.351 4.522 -5.139
H -2.778 4.380 -3.016
H -1.960 3.818 -5.882
H -1.985 5.506 -5.451
H -3.438 4.565 -5.243
Sr 0.948 -1.191 0.885
Cl 2.716 -2.708 -0.862
C -1.662 0.374 2.178
O -1.396 -0.728 1.645
N -2.755 0.594 2.917
C -3.832 -0.390 2.911
C -2.887 1.775 3.761
H -0.976 1.240 2.072
H -3.453 -1.302 2.445
H -4.699 -0.017 2.352
H -4.159 -0.587 3.937
H -1.952 2.354 3.745
H -3.103 1.475 4.795
H -3.700 2.419 3.407
H 3.235 -4.927 4.362
H 5.700 -4.108 3.536
C 2.936 -4.697 3.328
C 5.199 -3.976 2.566
N 3.796 -3.647 2.777
H 1.868 -4.438 3.302
C 3.383 -2.393 2.628
O 2.196 -2.027 2.854
H 5.667 -3.151 2.014
H 4.158 -1.694 2.250
H 3.111 -5.608 2.743
H 5.254 -4.906 1.985
H -0.506 0.078 -4.173
H -3.175 0.999 -3.487
C -1.081 -0.861 -4.143
C -3.326 -0.091 -3.442
N -2.090 -0.789 -3.102
H -0.390 -1.696 -3.970
C -1.778 -1.077 -1.822
O -0.689 -1.517 -1.424
H -4.088 -0.309 -2.682
H -2.634 -0.896 -1.138
H -1.608 -1.000 -5.093
H -3.682 -0.433 -4.418
O -0.513 1.841 -2.813
C -0.584 2.912 -2.034
C -2.713 2.075 -0.844
C -1.657 2.982 -0.939
H -2.705 1.172 -1.459
C -3.774 2.322 0.026
H 0.393 3.230 -1.631
C -1.528 3.938 0.077
H -4.650 1.669 -0.006
C -3.732 3.410 0.899
C -2.560 4.169 0.991
H -0.589 4.495 0.124
H -4.599 3.608 1.533
H -2.480 4.938 1.765
Si 3.231 -0.933 -2.381
Cl 1.810 0.328 -1.253
C 2.866 -2.272 -3.701
C 4.867 -0.931 -1.401
C 3.748 0.312 -3.743
H 1.832 -2.636 -3.690
H 3.535 -3.124 -3.524
H 3.089 -1.872 -4.697
H 2.968 0.450 -4.500
H 4.636 -0.080 -4.259
H 4.007 1.302 -3.355
H 4.774 -0.591 -0.357
H 5.589 -0.283 -1.923
H 5.265 -1.954 -1.378
C 3.370 1.893 2.128
C 1.873 1.771 2.427
C 1.628 1.143 3.805
C 1.276 3.181 2.422
O 1.224 1.037 1.474
H 3.885 2.435 2.927
H 3.515 2.415 1.178
H 3.824 0.906 2.027
H 2.131 1.724 4.586
H 0.546 1.108 4.003
H 2.002 0.113 3.796
H 1.512 3.672 1.469
H 0.180 3.140 2.493
H 1.649 3.801 3.249
*
```